Entry 1:
Computed, not measured: 2 unconnected molecules or ions with the total composition C4H5FO2 in a non-equilibrium geometry, with wB97M-V/def2-TZVPD.

As for the HOMO-LUMO gap: 10.04 eV. As for the relative energy (zero: lowest compared OMol25 entry of this formula, charge and spin): 418.04 kJ/mol. As for the structure (SMILES): OC#CF.CC=O. Its LUMO energy is 0.6 eV. As for the total energy: -11037.153 eV.

The geometry in ORCA input format:
```
! RIJCOSX wB97M-V def2-TZVPD def2/J DEFGRID3
* xyz 0 1
O -0.126 -0.761 2.439
C 0.562 -1.351 1.548
C 1.285 -1.710 0.675
F 1.956 -2.352 -0.284
H -0.341 0.062 2.003
C -0.902 0.879 -1.354
C 0.136 0.887 -0.287
O -0.038 1.384 0.828
H -1.303 -0.182 -1.472
H -0.564 1.252 -2.399
H -1.856 1.348 -1.158
H 1.191 0.544 -0.538
*
```



Entry 2:
Computed, not measured: C4H5FO2 in the gas phase in a non-equilibrium geometry, with wB97M-V/def2-TZVPD.

As for the HOMO-LUMO gap: 9.83 eV. As for the relative energy (zero: lowest compared OMol25 entry of this formula, charge and spin): 158.61 kJ/mol. As for the structure (SMILES): F/C=C1\COCO1. Its LUMO energy is 0.9 eV. As for the total energy: -11039.842 eV.

The geometry in ORCA input format:
```
! RIJCOSX wB97M-V def2-TZVPD def2/J DEFGRID3
* xyz 0 1
F 2.786 0.335 -0.068
C 1.835 -0.641 -0.119
C 0.562 -0.288 -0.108
C -0.019 1.089 -0.013
O -1.388 0.860 -0.332
C -1.646 -0.447 0.077
O -0.458 -1.187 -0.187
H 2.242 -1.642 -0.184
H 0.386 1.805 -0.709
H 0.069 1.509 1.025
H -2.492 -0.889 -0.521
H -1.877 -0.505 1.138
*
```



Entry 3:
Computed, not measured: a molecular structure, C4H5FO2S in a non-equilibrium geometry, with wB97M-V/def2-TZVPD.

As for the HOMO-LUMO gap: 9.83 eV. As for the relative energy (zero: lowest compared OMol25 entry of this formula, charge and spin): 538.29 kJ/mol. Its LUMO energy is 0.2 eV. As for the total energy: -21871.007 eV.

The geometry in ORCA input format:
```
! RIJCOSX wB97M-V def2-TZVPD def2/J DEFGRID3
* xyz 0 1
C -1.916 -0.318 1.422
C 0.716 0.857 1.111
C 1.191 0.048 -1.111
C 0.910 -0.365 -2.375
H -2.487 -0.925 2.403
H -1.236 -1.177 0.702
H -2.773 0.755 1.088
H 2.440 -0.174 -0.748
H 1.970 -0.850 -2.824
O 1.793 1.069 1.446
O 0.302 0.640 -0.208
F -0.342 -0.460 -3.131
S -0.569 0.899 2.223
*
```



Entry 4:
Computed, not measured: C4H5FS in the gas phase in a non-equilibrium geometry, with wB97M-V/def2-TZVPD.

As for the HOMO-LUMO gap: 8.39 eV. As for the relative energy (zero: lowest compared OMol25 entry of this formula, charge and spin): 106.58 kJ/mol. As for the structure (SMILES): F[C@@H]1CCC1=S. Its LUMO energy is -0.5 eV. As for the total energy: -17779.929 eV.

The geometry in ORCA input format:
```
! RIJCOSX wB97M-V def2-TZVPD def2/J DEFGRID3
* xyz 0 1
F -1.120 -1.662 -0.251
C -0.938 -0.443 0.422
C -1.596 0.812 -0.141
C -0.299 1.536 -0.100
C 0.389 0.211 0.153
S 1.913 -0.184 -0.034
H -1.160 -0.771 1.397
H -2.159 0.648 -1.078
H -2.330 1.127 0.568
H -0.334 2.101 0.838
H 0.122 2.107 -0.924
*
```



Entry 5:
Computed, not measured: C4H5FS in the gas phase in a non-equilibrium geometry, with wB97M-V/def2-TZVPD.

As for the HOMO-LUMO gap (alpha / beta): 7.95 / 8.08 eV. As for the relative energy (zero: lowest compared OMol25 entry of this formula, charge and spin): 99.36 kJ/mol. Its LUMO energy (alpha / beta) is 0.8 / -1.5 eV. As for the expectation value of S²: 2.02. As for the total energy: -17775.729 eV.

The geometry in ORCA input format:
```
! RIJCOSX wB97M-V def2-TZVPD def2/J DEFGRID3
* xyz 0 3
C 0.734 -0.282 1.009
C -0.033 -0.468 -0.204
C -1.331 0.922 1.949
C -0.819 0.533 -0.654
F -2.364 1.204 2.814
S -0.423 -0.380 2.409
H 1.541 -0.952 1.100
H 1.140 0.783 0.929
H -0.511 -1.488 -0.423
H -0.552 1.588 -0.870
H -1.549 0.296 -1.370
*
```



Entry 6:
Computed, not measured: a molecular structure, C4H5FeO6 in a non-equilibrium geometry, with wB97M-V/def2-TZVPD.

As for the HOMO-LUMO gap (alpha / beta): 8.84 / 4.86 eV. As for the relative energy (zero: lowest compared OMol25 entry of this formula, charge and spin): 167.90 kJ/mol. Its LUMO energy (alpha / beta) is -10.6 / -14.6 eV. As for the expectation value of S²: 8.76. As for the total energy: -50877.913 eV.

The geometry in ORCA input format:
```
! RIJCOSX wB97M-V def2-TZVPD def2/J DEFGRID3
* xyz 2 6
H 0.642 0.210 -0.436
O -1.531 0.305 -1.667
C -1.624 0.985 -0.589
O -2.616 1.152 0.084
O -0.362 1.308 -0.107
C -0.120 1.544 1.284
O 1.270 -0.489 1.572
C 1.420 -1.313 0.500
C 1.238 0.954 1.610
O 1.038 -0.733 -0.663
O 1.657 -2.478 0.593
Fe -0.422 -1.181 -1.949
H -0.907 1.090 1.897
H -0.090 2.625 1.473
H 2.013 1.354 0.942
H 1.495 1.206 2.643
*
```



Entry 7:
Computed, not measured: a molecular structure, C4H5HgMgO in a non-equilibrium geometry, with wB97M-V/def2-TZVPD.

As for the HOMO-LUMO gap (alpha / beta): 6.78 / 3.41 eV. As for the relative energy (zero: lowest compared OMol25 entry of this formula, charge and spin): 209.82 kJ/mol. Its LUMO energy (alpha / beta) is -9.3 / -12.7 eV. As for the expectation value of S²: 0.75. As for the total energy: -15871.792 eV.

The geometry in ORCA input format:
```
! RIJCOSX wB97M-V def2-TZVPD def2/J DEFGRID3
* xyz 2 2
C -1.365 1.696 -0.257
C -2.474 1.202 -0.455
H -3.464 0.793 -0.580
C -0.397 -0.860 0.195
C 1.066 -0.752 0.027
O 1.668 0.382 0.032
Mg 0.641 2.127 -0.023
H -0.732 -1.905 0.288
H -0.625 -0.464 1.199
H -0.234 -0.938 -1.036
H 1.641 -1.602 0.429
Hg 4.277 0.322 0.182
*
```



Entry 8:
Computed, not measured: a molecular structure, C4H5HgO2 in a non-equilibrium geometry, with wB97M-V/def2-TZVPD.

As for the HOMO-LUMO gap (alpha / beta): 5.02 / 4.21 eV. As for the relative energy (zero: lowest compared OMol25 entry of this formula, charge and spin): 219.39 kJ/mol. Its LUMO energy (alpha / beta) is -1.5 / -2.3 eV. As for the expectation value of S²: 0.75. As for the total energy: -12492.628 eV.

The geometry in ORCA input format:
```
! RIJCOSX wB97M-V def2-TZVPD def2/J DEFGRID3
* xyz 0 2
O -2.848 1.216 0.166
C -2.842 -0.111 -0.004
C -1.572 -0.859 0.043
C -0.606 -0.733 1.002
C 0.581 -1.499 0.899
O 1.451 -1.626 1.788
Hg 1.852 -1.181 3.569
H -3.392 -0.532 -0.892
H -3.374 -0.350 1.008
H -1.385 -1.538 -0.799
H -0.760 -0.074 1.860
H 0.751 -2.037 -0.051
*
```